[1]
44
Properties=species:S:1:pos:R:3:forces:R:3 method="wB97M-V/def2-TZVPD" spin_multiplicity=6 fmax_ev_per_a=0.74 total_charge=+2 e_tot_ev=-33583.0767 molar_mass_g_mol=425.42
H 1.22510 -3.46483 -1.16773 -0.06 0.01 -0.04
C 0.98198 3.62049 -0.44872 -0.09 -0.04 0.16
Ru -0.28769 -0.55467 0.35920 -0.18 -0.29 0.26
H -1.62734 -0.04606 3.40635 -0.03 0.03 0.07
F -1.98320 1.89599 5.02220 -0.13 -0.03 0.27
C 1.13818 1.28011 -1.82662 -0.04 0.04 0.10
H 1.18089 0.32894 -2.34275 0.00 -0.01 0.00
C -0.17188 2.30855 1.39229 -0.01 0.05 0.04
C -0.96229 3.30295 3.49983 0.07 0.30 -0.02
H 0.49811 -4.65574 -0.06094 -0.02 0.00 -0.01
O 1.79233 -1.65532 0.75185 -0.38 0.08 -0.04
H 0.92467 4.54960 0.08873 -0.03 -0.01 0.05
C 0.70796 -3.59451 -0.21191 0.19 -0.03 0.15
C 3.04259 -1.35694 0.11961 0.16 0.03 -0.01
H 3.06765 -1.70793 -0.91397 -0.05 -0.01 0.00
H 0.95577 -3.13614 1.86227 0.06 -0.04 0.04
H -0.98807 -2.99574 -2.21812 0.06 -0.02 0.02
C -0.64912 1.01889 1.82175 0.24 -0.30 -0.63
H 1.96815 4.53435 -2.11517 -0.01 0.00 0.01
H -1.79555 -4.16916 -1.14916 0.02 0.00 0.01
C -1.44859 -3.13705 -1.23537 -0.23 0.06 -0.05
C 1.52956 -3.05407 0.93895 -0.09 -0.17 -0.15
C -2.28932 -0.22592 -2.41213 -0.08 0.08 -0.11
O -0.50831 -2.84524 -0.20021 0.07 0.26 -0.03
H 2.11689 2.38879 -3.39015 -0.01 -0.01 0.01
C -0.35964 3.42464 2.28496 -0.14 0.09 0.33
C -1.40813 2.03841 3.87476 0.15 -0.03 -0.33
C -1.25335 0.90179 3.04186 0.05 -0.11 -0.16
O -2.14343 -0.82010 -1.11689 0.27 -0.06 0.27
H 3.16894 -0.27768 0.15159 -0.03 0.00 -0.03
F 0.05212 4.63311 1.95563 0.07 0.03 -0.13
C 1.57574 3.61528 -1.70116 0.08 -0.12 -0.22
H -1.08298 4.16745 4.13922 -0.03 -0.05 0.04
H -3.39793 -2.36574 -1.73917 -0.03 0.05 0.01
C 0.47197 2.42768 0.09017 0.12 0.33 -0.11
H 3.85482 -1.81972 0.68017 -0.02 -0.01 0.01
C -2.59981 -2.17769 -1.02111 0.11 -0.21 -0.06
H -2.98719 -2.29893 -0.00930 -0.08 -0.01 -0.03
H -2.02546 0.82420 -2.31504 0.05 -0.01 0.01
C 1.66089 2.43218 -2.41088 0.02 0.19 0.04
H 2.46196 -3.60907 1.04182 0.03 0.04 0.04
H -3.32932 -0.29593 -2.73084 0.00 -0.02 0.02
H -1.64840 -0.70768 -3.15323 0.02 -0.03 0.04
N 0.57072 1.27848 -0.63260 -0.07 -0.06 0.13

***

[2]
24
Properties=species:S:1:pos:R:3:forces:R:3 method="wB97M-V/def2-TZVPD" fmax_ev_per_a=1.95 smiles=CCc1c[nH]cn1.CCS e_tot_ev=-21301.0741 molar_mass_g_mol=158.27
H -2.47604 -0.57419 1.25067 -0.01 -0.43 0.18
S -3.16647 1.90557 0.42430 -0.07 0.13 0.29
N 2.33451 -0.61489 0.47799 0.70 1.17 0.23
C -1.96419 1.40925 1.74637 -0.73 -0.16 -0.66
H -0.66910 -1.17260 -2.25669 -0.05 -0.20 0.19
C 1.65799 -0.47866 -0.69962 -1.49 -1.21 0.33
H -1.05989 -0.43253 2.29207 -0.18 -0.34 0.33
H 1.64885 2.46931 0.36297 0.34 0.01 -0.09
H 0.61201 -1.10757 -3.39127 0.43 -0.22 -0.07
H -2.79223 1.09227 -0.58432 0.20 0.01 0.36
C -2.08131 -0.08283 2.13669 0.63 0.89 -0.91
N 1.90253 1.52694 0.11148 -0.10 0.48 0.60
H 2.13806 -2.29678 -1.53367 -0.28 -0.46 -0.31
H 3.07563 0.73083 1.83697 -0.20 0.93 0.09
H 0.01516 -2.70247 -2.82808 -0.15 0.08 -0.36
H -0.99062 1.67006 1.34267 0.19 -0.19 0.22
C 2.49368 0.61793 0.93921 -0.21 -1.69 -0.52
H 0.83919 1.18972 -1.80324 -0.15 0.62 0.33
C 1.19602 -1.78082 -1.34260 0.51 1.30 -0.10
H -2.19705 2.09718 2.55643 0.05 -0.02 0.06
C 1.30426 0.82007 -0.90546 0.44 -0.81 -0.77
C 0.25719 -1.68265 -2.53713 -0.05 0.22 0.16
H -2.72739 -0.28012 2.98339 -0.01 0.07 0.11
H 0.64921 -2.32305 -0.57913 0.18 -0.20 0.31

***

[3]
22
Properties=species:S:1:pos:R:3:forces:R:3 method="wB97M-V/def2-TZVPD" fmax_ev_per_a=6.20 total_charge=+1 e_tot_ev=-10978.1623 molar_mass_g_mol=120.17
C -1.14961 5.12761 5.36837 -2.66 2.02 2.93
H -3.63537 1.98402 4.38745 -1.05 -0.36 -0.20
C -1.89934 5.37667 4.18094 3.00 -0.06 0.70
C -2.64194 1.98862 6.74139 -2.21 1.01 -1.62
H -3.69974 1.62192 6.72481 0.83 0.34 0.06
N -2.74854 2.42198 4.35057 1.22 -0.87 1.20
H -2.02292 1.17891 6.57034 1.35 -1.79 -0.29
H -0.49905 3.21954 4.73594 0.35 -0.37 0.37
H -2.44351 2.41216 7.67005 0.29 0.70 1.73
H -3.05247 3.91556 5.78703 -0.53 -0.69 0.63
C -2.43791 3.01593 5.63145 -0.37 0.63 0.60
O 13.49936 -24.17353 -35.46149 -0.04 1.21 0.91
H -0.49858 3.47046 6.53618 0.27 0.29 -0.05
H -1.81262 6.53593 6.49669 0.31 5.69 0.07
C -1.02871 3.62770 5.60141 0.04 -1.57 -0.90
O -1.88999 5.65912 6.56064 0.91 -5.92 -1.63
H -0.16372 5.61394 5.37192 0.28 -0.26 -0.57
H -2.73718 3.09981 3.65157 -0.14 1.14 -1.93
H -1.33859 5.24354 3.28540 0.00 -0.29 -1.08
H -2.83445 5.83227 4.18182 -1.90 0.36 -0.02
H 12.86266 -23.91326 -34.72213 -1.25 -1.09 0.29
H 12.17223 -23.25889 -33.65036 1.29 -0.12 -1.20

***

[4]
11
Properties=species:S:1:pos:R:3:forces:R:3 method="wB97M-V/def2-TZVPD" fmax_ev_per_a=5.67 smiles="OC1(O)C=CN=N1" e_tot_ev=-10248.1824 molar_mass_g_mol=100.08
N -0.25186 0.61117 1.30220 -0.63 0.30 0.25
H 2.64199 1.13969 -0.09817 -2.43 -1.50 0.42
H -1.40591 -1.98695 -0.03436 0.24 0.45 -0.11
C -0.58585 -0.17370 0.05461 5.48 -1.40 0.34
H -2.24004 0.46985 -0.04103 -1.17 0.42 0.05
O -0.75897 -1.49764 0.49609 -0.24 0.09 0.12
C 0.74233 0.03239 -0.76184 0.03 -1.46 1.91
N 0.90085 1.05578 1.27138 -0.75 -0.06 0.52
C 1.57013 0.66568 0.07339 2.17 1.36 -2.08
O -1.54038 0.31669 -0.67236 -2.87 1.19 -0.95
H 0.92770 -0.63297 -1.58992 0.18 0.60 -0.46